(1)
The following is a quantum chemistry calculation of a structure of composition C28H42N3O5Ti in a non-equilibrium geometry, from the OMol25 dataset.

Properties
charge: -2
<S²>: 0.7551
multiplicity: 2
LUMO energy (alpha / beta): 4.6571 / 4.6565 eV
HOMO-LUMO gap (alpha / beta): 4.63 / 5.56 eV

Structure (XYZ):
```
79
Properties=species:S:1:pos:R:3:forces:R:3:lowdin_charge:R:1
Ti -0.356101 -0.273399 -0.106682 0.75 -0.47 -0.67 0.864
O 0.369205 0.838274 2.526010 0.11 -0.04 -0.12 -0.106
C -0.446753 1.980721 2.406552 -0.01 0.01 -0.29 -0.264
C 0.032561 2.882852 1.266385 -0.04 -0.21 0.23 -0.147
N 0.147474 2.167423 -0.016968 0.03 0.14 -0.12 -0.189
C 1.503614 2.271805 -0.564435 0.12 -0.22 0.18 -0.094
C 2.380627 1.104377 -0.059181 0.22 0.43 -0.15 -0.634
O 3.578079 1.319526 0.151129 -0.13 -0.11 -0.03 -0.016
O 1.757539 0.002702 0.034315 0.33 -0.17 0.09 -0.122
C -0.869733 2.548339 -0.997158 0.12 -0.14 -0.16 -0.114
C -0.766339 1.636678 -2.242666 0.01 0.62 -0.15 -0.646
O -1.025233 2.129804 -3.344122 -0.08 -0.16 0.12 -0.012
O -0.391225 0.443458 -2.007137 -0.11 0.31 -0.50 -0.108
H 0.260024 0.380879 1.635562 0.36 0.70 1.49 0.002
H -1.466721 1.665413 2.189689 -0.08 0.03 0.14 0.064
H -0.405147 2.527647 3.354609 0.01 0.00 -0.03 0.112
H -0.651866 3.736977 1.173445 0.02 0.02 -0.06 0.116
H 1.018066 3.269527 1.539547 0.01 0.01 -0.04 0.117
H 1.471492 2.173725 -1.649991 -0.03 -0.02 -0.01 0.127
H 1.980311 3.228565 -0.329846 -0.02 0.02 0.03 0.115
H -1.846253 2.364493 -0.554526 -0.04 0.08 0.05 0.089
H -0.790037 3.598747 -1.310522 0.04 -0.02 -0.01 0.121
C -3.636602 -0.554540 2.227176 0.14 0.04 -0.18 -0.073
C -3.321794 0.087674 0.851763 -0.69 0.05 0.39 -0.724
C -4.172063 -0.651865 -0.209403 0.28 0.03 0.07 -0.075
C -3.888991 1.539681 0.909509 0.22 -0.20 -0.09 -0.080
N -1.941627 0.000434 0.545731 -1.31 0.26 0.10 -0.148
H -4.699314 -0.458349 2.478512 -0.02 -0.03 0.04 0.061
H -3.039186 -0.073368 3.006566 0.00 0.00 0.01 0.071
H -3.370954 -1.612630 2.200812 0.00 0.01 0.04 0.055
H -5.248307 -0.563991 -0.016219 -0.01 -0.01 0.02 0.064
H -3.890073 -1.706783 -0.223005 -0.01 -0.01 -0.05 0.073
H -3.947513 -0.226755 -1.190699 -0.04 -0.04 -0.03 0.071
H -4.935946 1.527700 1.231163 -0.02 0.03 -0.01 0.061
H -3.842823 2.001181 -0.079314 0.00 0.02 -0.01 0.063
H -3.323901 2.161477 1.607107 -0.01 0.00 0.00 0.056
C -2.759165 -1.967268 -4.024395 0.08 -0.01 0.09 -0.053
C -1.758982 -2.778474 -3.237459 0.02 0.00 -0.04 -0.281
C -1.240257 -3.978890 -3.736301 0.00 -0.01 -0.01 -0.068
C -0.293066 -4.663550 -2.987262 -0.04 0.02 -0.05 -0.311
C 0.300163 -5.950246 -3.514273 -0.03 0.07 0.04 -0.082
C 0.135663 -4.174695 -1.758342 0.14 0.03 -0.05 -0.016
C -0.381888 -2.977220 -1.194060 -0.32 -0.41 -0.21 -0.269
C -1.352253 -2.322933 -2.006227 0.06 -0.07 0.10 -0.028
N -0.079286 -2.374573 -0.014766 0.43 -0.45 0.18 -0.023
C 0.355147 -3.067219 1.207431 -0.12 -0.23 0.03 -0.424
C 1.736788 -2.589758 1.702132 -0.13 -0.05 -0.03 -0.077
C 2.078434 -3.181448 3.073460 0.05 -0.02 0.05 -0.289
C 2.110113 -4.708410 2.989993 0.00 0.02 -0.01 -0.138
C 0.737766 -5.207567 2.534304 -0.01 -0.09 0.02 -0.299
C -0.311382 -4.802463 3.568333 0.00 0.01 -0.01 -0.138
C -0.345537 -3.277220 3.662092 -0.04 0.01 0.08 -0.291
C 1.022795 -2.743139 4.092917 -0.01 -0.03 -0.05 -0.120
C -0.698791 -2.712905 2.289000 0.18 -0.07 -0.13 -0.097
C 0.418039 -4.611522 1.155530 -0.01 0.08 0.08 -0.098
H -2.933980 -2.398270 -5.012637 0.00 -0.01 -0.01 0.058
H -2.390350 -0.945862 -4.142684 -0.05 0.01 -0.02 0.079
H -3.714740 -1.915056 -3.496260 -0.02 0.03 -0.03 0.068
H -1.558970 -4.360904 -4.702341 0.00 0.01 0.00 0.087
H -0.093072 -6.178140 -4.506916 0.02 -0.02 -0.01 0.057
H 0.065296 -6.790087 -2.854220 0.02 -0.02 -0.01 0.066
H 1.389054 -5.883263 -3.586027 0.00 -0.02 0.00 0.067
H 0.932175 -4.720953 -1.275763 -0.03 0.06 -0.02 0.082
H -1.761470 -1.403155 -1.599932 -0.25 -0.19 -0.22 0.061
H 1.749096 -1.505597 1.764555 0.06 0.12 -0.07 0.098
H 2.494129 -2.873459 0.964436 0.00 0.07 -0.04 0.132
H 3.061396 -2.813172 3.388314 -0.01 0.02 -0.02 0.134
H 2.367958 -5.145694 3.963642 0.00 0.01 0.01 0.107
H 2.878101 -5.021666 2.273683 -0.01 -0.02 0.01 0.112
H 0.758683 -6.301869 2.447881 0.00 0.02 -0.02 0.128
H -0.073574 -5.249269 4.542694 0.01 0.00 0.00 0.107
H -1.296758 -5.174268 3.265168 0.00 0.00 0.01 0.113
H -1.104132 -2.972889 4.393821 0.00 0.03 -0.04 0.133
H 1.279191 -3.116583 5.093546 0.01 0.01 0.00 0.109
H 0.989005 -1.650579 4.130677 0.00 0.00 0.04 0.117
H -0.800330 -1.627572 2.325646 -0.08 0.04 0.05 0.091
H -1.660171 -3.113959 1.952127 -0.03 0.07 -0.03 0.120
H -0.527091 -5.010795 0.775017 0.02 -0.01 -0.02 0.127
H 1.212849 -4.931890 0.481527 -0.04 -0.01 0.05 0.095
```
Forces are in eV/Å.



(2)
The following is a quantum chemistry calculation of a structure of composition C28H42NO2SiV in a non-equilibrium geometry, from the OMol25 dataset.

Properties
charge: +1
<S²>: 0.8035
multiplicity: 2
LUMO energy (alpha / beta): -4.5315 / -4.0353 eV
HOMO-LUMO gap (alpha / beta): 5.68 / 6.26 eV

Structure (XYZ):
```
75
Properties=species:S:1:pos:R:3:forces:R:3:lowdin_charge:R:1
O 0.443211 0.334978 -7.799732 -0.12 0.58 -0.87 -0.131
C 0.318192 1.641658 -8.449922 0.08 0.14 0.34 -0.152
C 0.108853 1.036407 -9.841580 0.08 -0.41 0.68 -0.069
H 1.244593 2.224333 -8.344966 -0.30 -0.09 0.11 0.118
H -0.543357 2.198938 -8.057049 0.29 -0.06 0.01 0.116
C 0.296424 -0.318186 -9.093793 -0.04 -0.19 -0.96 -0.576
H 0.897907 1.264424 -10.563786 -0.34 -0.02 0.04 0.114
H -0.899841 1.177696 -10.242380 0.35 0.02 -0.09 0.114
C 1.564622 -1.057157 -9.484857 0.00 -0.11 0.11 -0.024
H 2.432384 -0.387337 -9.465175 -0.16 -0.13 0.04 0.090
H 1.467668 -1.474477 -10.496206 0.01 0.12 0.22 0.095
H 1.735056 -1.887077 -8.788400 0.06 0.13 -0.11 0.088
C -0.919969 -1.223636 -9.153399 0.05 -0.12 0.13 -0.024
H -1.829053 -0.688339 -8.856570 0.17 -0.09 0.00 0.089
H -0.772609 -2.086415 -8.493039 -0.12 0.11 -0.06 0.087
H -1.057731 -1.599300 -10.176421 0.05 0.11 0.22 0.095
V 0.082285 0.047406 0.805784 1.50 1.35 1.11 0.881
C -1.996093 -0.223116 1.433665 -0.64 0.71 -0.60 -0.146
C -1.803543 1.190203 1.589649 -0.22 -0.51 -0.47 -0.080
C -1.514273 1.748001 0.306093 -0.37 -0.82 0.18 -0.065
H -1.959966 1.749009 2.513013 0.57 -0.28 -0.25 0.142
C -1.591708 0.701807 -0.658857 -0.66 -0.29 0.56 -0.104
C -1.913876 -0.507774 0.023742 -0.53 0.57 0.07 -0.150
H -2.167106 -1.450325 -0.460673 0.30 0.29 0.28 0.138
H -2.294301 -0.925103 2.212311 0.20 0.33 -0.30 0.133
H -1.380577 2.802704 0.063283 0.24 -0.39 0.25 0.132
H -1.592682 0.833205 -1.734098 0.45 -0.11 0.26 0.114
C 1.432715 -1.815395 1.812364 0.11 -0.30 -1.04 -0.063
C 0.284653 -2.139897 1.016587 0.55 -0.17 -0.59 -0.154
C 0.561811 -1.715125 -0.343665 0.49 -0.56 0.14 -0.188
H -0.556172 -2.762301 1.316509 0.24 0.32 0.02 0.135
C 1.848811 -1.101926 -0.341866 -0.29 -0.84 0.37 -0.111
C 2.399752 -1.205150 0.971788 -0.91 -0.48 -0.52 -0.056
H 3.419500 -0.962553 1.256126 -0.40 0.35 0.02 0.120
H 1.604815 -2.108258 2.845878 -0.26 0.40 -0.21 0.134
H -0.028623 -1.922008 -1.239355 0.29 0.11 0.52 0.119
H 2.355781 -0.755773 -1.237318 -0.24 0.13 0.28 0.118
O 0.704568 0.704181 -2.619889 0.05 0.50 -0.56 -0.207
C 0.187121 -0.184112 -3.631221 0.23 -0.21 0.09 -0.193
C -0.224102 0.656497 -4.836293 -0.45 0.17 0.11 -0.149
H -0.657401 -0.748098 -3.204309 0.13 0.09 -0.12 0.105
H 0.974337 -0.904477 -3.894904 -0.11 0.13 0.11 0.126
C 0.499260 1.996527 -4.630808 0.44 -0.54 0.02 -0.145
H -1.310410 0.820348 -4.817021 0.18 -0.06 -0.08 0.120
H 0.045379 0.185502 -5.781931 -0.16 0.10 0.17 0.088
C 0.639967 2.064814 -3.119628 -0.15 -0.01 0.47 -0.194
H -0.043962 2.847238 -5.043749 0.06 -0.07 0.05 0.118
H 1.492465 1.948366 -5.093913 -0.18 0.10 0.04 0.122
H -0.239570 2.558433 -2.670114 0.14 -0.05 -0.06 0.115
H 1.537610 2.589973 -2.775853 -0.18 -0.13 -0.17 0.106
C 2.632960 2.139774 -0.161382 -0.21 -0.24 -0.25 -0.146
Si 2.221864 2.249931 1.659991 -0.08 -0.39 0.62 0.440
C 3.734189 1.820154 2.673282 0.20 0.17 0.05 -0.147
C 1.658686 4.014367 1.872608 0.00 0.27 0.11 -0.158
N 0.952372 1.085499 2.196492 -0.14 -0.32 -0.56 -0.167
C 0.613672 0.967338 3.556867 -0.19 0.23 0.07 -0.333
C -0.159117 -0.117036 4.044617 0.18 0.28 -0.19 -0.070
C -0.644323 -0.117243 5.349585 0.28 0.27 0.15 -0.075
C -0.302787 0.916857 6.229084 -0.14 0.02 -0.09 -0.085
C 0.523872 1.953326 5.782551 0.08 -0.33 -0.18 -0.066
C 0.995610 1.965077 4.474497 -0.23 0.01 0.01 -0.062
H 3.639930 2.566300 -0.288004 -0.26 -0.04 0.07 0.062
H 1.935215 2.748340 -0.747656 0.16 -0.07 0.12 0.022
H 2.646957 1.140914 -0.602936 0.09 0.32 0.04 0.002
H 4.563251 2.491349 2.400326 -0.14 -0.23 0.10 0.048
H 3.544584 1.932464 3.750229 0.18 -0.12 -0.36 0.034
H 4.048116 0.782596 2.483255 -0.03 0.34 0.10 0.026
H 0.862194 4.246535 1.152364 0.16 -0.01 0.14 0.034
H 1.301209 4.276776 2.873642 0.05 -0.01 -0.27 0.030
H 2.517704 4.663731 1.645766 -0.22 -0.06 -0.01 0.051
H -0.367724 -0.969930 3.391424 -0.04 0.47 0.31 0.074
H -1.291889 -0.933897 5.673210 0.27 0.21 0.01 0.110
H -0.678305 0.916934 7.252896 0.09 -0.01 -0.32 0.106
H 0.814838 2.772331 6.436416 -0.10 -0.24 0.02 0.111
H 1.645905 2.774584 4.135326 -0.44 -0.30 0.35 0.066
```
Forces are in eV/Å.



Q: charge of number 2 (C28H42NO2SiV)?
A: +1